{
  "formula": "C4H11NS2",
  "method": "ωB97M-V/def2-TZVPD",
  "homo_lumo_gap_ev": 9.08,
  "smiles": "CCSSCCN",
  "e_above_lowest_kj_mol": 153.4,
  "homo_energy_ev": -8.57,
  "total_charge": 0,
  "mol_weight_g_mol": 137.27,
  "species": ["N", "C", "C", "S", "S", "C", "C", "H", "H", "H", "H", "H", "H", "H", "H", "H", "H", "H"],
  "coordinates": [[2.451, -0.619, -1.129], [1.231, -0.944, -1.955], [-0.007, -0.201, -1.426], [0.174, 1.458, -0.985], [-1.638, 1.366, 0.084], [-1.155, 0.302, 1.431], [-1.571, 0.753, 2.738], [2.629, 0.391, -1.335], [3.317, -1.033, -1.506], [1.314, -0.858, -3.009], [1.076, -2.024, -1.899], [-0.754, -0.324, -2.091], [-0.397, -0.733, -0.504], [-1.318, -0.702, 1.276], [-0.099, 0.425, 1.258], [-1.306, 0.039, 3.510], [-2.647, 0.903, 2.785], [-1.303, 1.801, 2.759]],
  "atomic_forces_ev_per_a": [[-0.06, 1.29, -1.46], [0.70, -0.66, 1.55], [2.17, -3.20, 2.36], [-0.82, 1.64, 0.90], [-0.56, 1.20, -0.89], [1.84, 0.84, -1.42], [-1.66, 1.32, 0.75], [-0.15, -0.86, 0.64], [-0.82, -0.25, 0.09], [0.49, 1.00, -1.24], [-0.28, -0.01, 0.60], [-2.56, -0.18, -2.49], [0.96, 0.36, -1.11], [-0.94, -2.28, -0.62], [0.82, -0.24, 0.79], [0.42, 0.52, 0.39], [-0.50, -0.62, -0.01], [0.96, 0.17, 1.18]]
}

***

{
  "formula": "C4H10N2O3",
  "method": "ωB97M-V/def2-TZVPD",
  "homo_lumo_gap_ev": 10.37,
  "smiles": "CC(O)(O)CN.N=C=O",
  "e_above_lowest_kj_mol": 163.9,
  "homo_energy_ev": -9.72,
  "total_charge": 0,
  "mol_weight_g_mol": 134.14,
  "species": ["C", "C", "C", "N", "C", "N", "O", "O", "O", "H", "H", "H", "H", "H", "H", "H", "H", "H", "H"],
  "coordinates": [[-0.254, -0.905, 0.921], [-0.407, 0.286, -0.043], [-1.371, -0.941, 1.956], [0.563, 0.242, -1.125], [0.518, 1.882, -2.304], [1.661, 2.218, -1.923], [0.960, -0.835, 1.636], [-0.265, -2.059, 0.099], [-0.572, 1.998, -2.727], [1.684, -0.732, 1.005], [-0.189, -2.836, 0.664], [0.489, -0.638, -1.627], [1.566, 0.699, -0.931], [2.202, 2.987, -2.268], [-1.408, 0.281, -0.478], [-0.266, 1.212, 0.515], [-1.195, -1.762, 2.651], [-2.328, -1.086, 1.462], [-1.388, -0.011, 2.518]],
  "atomic_forces_ev_per_a": [[-0.16, 0.14, 0.05], [0.38, -0.26, 0.05], [0.26, 0.01, -0.21], [1.85, 1.05, 0.61], [0.11, 1.24, 0.66], [0.51, -0.48, -0.04], [-0.06, 0.03, 0.04], [-0.08, 0.02, 0.00], [0.01, -0.24, -0.48], [-0.08, -0.04, -0.04], [0.02, 0.07, 0.01], [0.55, 0.07, 0.14], [-2.69, -1.96, -0.40], [-0.47, 0.39, -0.50], [-0.03, -0.01, 0.02], [-0.08, -0.04, 0.02], [0.00, -0.03, 0.04], [-0.03, 0.00, -0.02], [-0.01, 0.04, 0.06]]
}

***

{
  "formula": "C30H90O15",
  "method": "ωB97M-V/def2-TZVPD",
  "homo_lumo_gap_ev": 9.71,
  "e_above_lowest_kj_mol": 530.6,
  "homo_energy_ev": -9.38,
  "total_charge": 0,
  "mol_weight_g_mol": 691.03,
  "species": ["C", "C", "O", "H", "H", "H", "H", "H", "H", "C", "C", "O", "H", "H", "H", "H", "H", "H", "C", "C", "O", "H", "H", "H", "H", "H", "H", "C", "C", "O", "H", "H", "H", "H", "H", "H", "C", "C", "O", "H", "H", "H", "H", "H", "H", "C", "C", "O", "H", "H", "H", "H", "H", "H", "C", "C", "O", "H", "H", "H", "H", "H", "H", "C", "C", "O", "H", "H", "H", "H", "H", "H", "C", "C", "O", "H", "H", "H", "H", "H", "H", "C", "C", "O", "H", "H", "H", "H", "H", "H", "C", "C", "O", "H", "H", "H", "H", "H", "H", "C", "C", "O", "H", "H", "H", "H", "H", "H", "C", "C", "O", "H", "H", "H", "H", "H", "H", "C", "C", "O", "H", "H", "H", "H", "H", "H", "C", "C", "O", "H", "H", "H", "H", "H", "H"],
  "coordinates": [[-4.218, 3.373, 1.857], [-4.359, 3.250, 0.299], [-3.271, 2.435, -0.195], [-4.714, 2.586, 2.426], [-4.689, 4.284, 2.226], [-3.155, 3.470, 2.075], [-4.219, 4.237, -0.140], [-5.345, 2.875, 0.022], [-2.476, 2.973, -0.182], [3.884, 0.725, 1.477], [5.017, -0.199, 1.932], [5.511, 0.277, 3.178], [3.975, 1.776, 1.752], [2.943, 0.423, 1.937], [3.815, 0.724, 0.389], [5.792, -0.320, 1.174], [4.625, -1.207, 2.065], [6.337, 0.760, 3.106], [2.429, -3.118, 2.895], [1.621, -3.914, 3.923], [0.790, -4.863, 3.322], [2.957, -2.286, 3.361], [1.683, -2.713, 2.211], [3.069, -3.670, 2.207], [1.063, -3.165, 4.484], [2.315, -4.354, 4.639], [0.330, -5.354, 4.007], [2.478, 3.780, -2.416], [2.709, 2.307, -2.731], [3.888, 2.236, -3.553], [2.191, 4.336, -3.309], [3.335, 4.360, -2.074], [1.683, 3.848, -1.673], [1.849, 1.987, -3.319], [2.895, 1.784, -1.794], [4.462, 1.588, -3.137], [1.023, 3.663, 2.417], [1.945, 4.728, 1.933], [1.173, 5.509, 0.999], [0.743, 2.958, 1.634], [0.106, 4.030, 2.879], [1.511, 3.084, 3.201], [2.828, 4.301, 1.459], [2.310, 5.396, 2.714], [1.737, 6.257, 0.792], [-1.182, 1.880, -4.062], [-0.654, 3.323, -4.141], [-1.642, 4.235, -4.482], [-0.490, 1.235, -3.521], [-1.256, 1.457, -5.064], [-2.077, 1.852, -3.439], [0.171, 3.445, -4.844], [-0.136, 3.594, -3.221], [-1.265, 5.115, -4.403], [1.743, -2.373, -3.794], [1.480, -3.552, -4.705], [1.490, -2.990, -5.987], [2.746, -1.969, -3.925], [1.709, -2.761, -2.775], [1.007, -1.569, -3.780], [0.532, -4.049, -4.499], [2.185, -4.375, -4.586], [1.117, -2.108, -5.918], [0.061, 0.979, -0.225], [0.053, -0.486, 0.250], [0.911, -1.277, -0.569], [1.035, 1.453, -0.104], [-0.686, 1.601, 0.269], [-0.159, 0.989, -1.292], [-0.913, -0.956, 0.062], [0.305, -0.651, 1.298], [0.620, -2.191, -0.535], [-5.517, -0.220, -0.850], [-5.244, -0.214, 0.624], [-3.822, -0.110, 0.774], [-5.615, 0.794, -1.237], [-6.514, -0.583, -1.102], [-4.794, -0.787, -1.438], [-5.575, -1.129, 1.115], [-5.736, 0.615, 1.132], [-3.474, 0.680, 0.354], [-2.186, -1.898, -2.536], [-2.623, -1.945, -4.033], [-2.706, -3.265, -4.362], [-2.047, -0.879, -2.174], [-1.254, -2.455, -2.434], [-2.889, -2.402, -1.873], [-1.842, -1.413, -4.575], [-3.570, -1.438, -4.220], [-3.433, -3.683, -3.894], [-2.143, -3.235, 4.058], [-2.451, -2.645, 2.700], [-3.377, -1.638, 2.917], [-3.018, -3.717, 4.494], [-1.838, -2.434, 4.731], [-1.372, -4.004, 4.105], [-2.920, -3.367, 2.032], [-1.613, -2.166, 2.193], [-3.583, -1.194, 2.091], [0.168, 0.272, 4.252], [0.707, 0.583, 5.581], [1.334, 1.890, 5.590], [-0.560, 1.044, 4.003], [-0.274, -0.722, 4.324], [0.998, 0.290, 3.546], [1.393, -0.164, 5.981], [-0.118, 0.583, 6.293], [2.264, 1.737, 5.405], [4.704, -3.939, -1.511], [3.909, -3.182, -0.463], [3.621, -1.896, -0.959], [4.953, -4.959, -1.219], [5.623, -3.391, -1.718], [4.079, -4.030, -2.400], [4.456, -3.193, 0.480], [2.972, -3.733, -0.389], [2.727, -1.622, -0.745], [-2.236, 6.626, -0.224], [-1.689, 5.413, -1.012], [-1.169, 4.470, -0.112], [-2.445, 7.510, -0.826], [-1.531, 6.995, 0.521], [-3.173, 6.362, 0.266], [-0.922, 5.814, -1.674], [-2.465, 4.921, -1.597], [-0.352, 4.835, 0.235], [-0.537, -5.554, -1.293], [-0.413, -5.587, 0.207], [0.191, -4.377, 0.666], [-1.259, -4.827, -1.665], [-0.810, -6.532, -1.688], [0.396, -5.334, -1.812], [0.223, -6.403, 0.550], [-1.349, -5.675, 0.760], [0.464, -4.502, 1.578]],
  "atomic_forces_ev_per_a": [[-0.48, 0.50, -0.85], [1.25, 0.37, 1.51], [-1.32, -0.48, -0.29], [0.43, -0.38, -0.23], [-0.07, 0.24, -0.19], [-0.06, -0.28, 0.20], [-0.31, 0.10, -0.02], [0.32, -0.36, -0.27], [0.42, 0.34, 0.13], [-0.15, -0.05, -0.42], [-0.31, 0.74, -0.08], [0.14, -0.46, 0.60], [0.65, -0.02, 0.23], [-0.15, -0.20, -0.25], [-0.36, -0.30, -0.04], [0.18, 0.36, 0.01], [-0.04, 0.01, 0.26], [-0.07, -0.09, -0.36], [-1.10, -0.19, -0.68], [1.57, 1.14, 0.52], [-0.02, -0.41, -0.28], [0.05, -0.16, 0.05], [-0.06, 0.52, -0.09], [0.26, -0.36, 0.58], [-0.44, -0.03, 0.09], [-0.01, -0.42, 0.08], [-0.06, -0.08, -0.04], [-0.35, 0.37, -0.04], [1.10, 1.65, -0.30], [-0.20, -0.40, 0.22], [-0.34, -0.19, -0.15], [0.32, -0.59, 0.37], [-0.15, 0.25, 0.04], [-0.02, -0.63, 0.35], [-0.46, -0.42, -0.17], [0.13, -0.07, -0.24], [0.03, -0.92, 0.88], [-0.53, 0.23, -0.24], [0.75, 0.25, 0.00], [0.07, 0.16, -0.14], [0.05, 0.34, -0.15], [0.06, -0.12, 0.03], [0.02, -0.10, -0.27], [-0.16, -0.08, 0.30], [-0.25, 0.26, -0.39], [0.66, 0.68, 0.10], [1.48, -0.84, 0.36], [-1.16, 0.48, -0.03], [0.38, 0.15, -0.04], [-0.65, 0.00, 0.11], [-0.37, 0.01, -0.50], [0.14, -0.60, -0.57], [-0.48, 0.00, 0.66], [-0.09, 0.08, -0.07], [0.41, -1.16, 1.89], [-0.63, 1.16, 0.38], [0.18, -0.72, -1.62], [-0.09, 0.04, -0.18], [0.16, 0.18, 0.37], [-0.21, -0.08, -0.55], [-0.49, 0.24, 0.11], [0.62, 0.39, -0.36], [-0.02, -0.08, -0.05], [0.15, -0.74, -0.02], [-0.62, -0.22, -0.58], [0.99, 0.35, -0.36], [0.11, -0.10, 0.14], [-0.01, -0.21, 0.18], [-0.06, -0.01, -0.04], [-0.56, 0.57, 0.46], [0.07, 0.39, 0.17], [-0.19, -0.31, 0.20], [-1.51, 0.38, -0.87], [0.93, 0.18, -0.42], [-0.34, -0.99, 0.79], [0.70, 0.21, -0.06], [-0.14, -0.52, 0.22], [0.08, 0.06, 0.24], [0.25, -0.08, 0.00], [-0.14, 0.12, 0.01], [-0.05, 0.73, -0.21], [-0.24, 0.42, -0.47], [0.36, 1.35, 2.54], [0.19, -2.03, -1.55], [0.04, 0.07, 0.07], [0.18, 0.15, -0.14], [-0.32, 0.06, -0.06], [-0.03, -0.41, -0.51], [-0.09, 0.32, 0.12], [-0.03, 0.11, 0.05], [0.26, -0.28, 0.38], [-0.06, -0.15, -0.20], [-1.17, 0.61, 1.18], [-0.26, 0.25, -0.11], [-0.05, 0.06, 0.06], [0.13, 0.16, -0.50], [0.40, -0.53, -0.17], [0.66, -0.57, 0.03], [0.27, 0.44, -0.33], [0.15, -0.25, -0.53], [0.32, 0.87, 1.49], [-0.26, -0.65, 0.23], [-0.12, -0.27, -0.29], [-0.25, 0.01, -0.52], [-0.19, -0.16, -0.38], [0.27, -0.12, -0.24], [0.00, 0.41, 0.20], [0.12, 0.13, -0.02], [0.05, 0.13, -0.07], [-0.50, -0.83, -0.90], [1.03, 0.43, -0.01], [0.06, 0.04, 0.31], [0.02, -0.10, -0.29], [0.23, 0.21, -0.22], [-0.11, 0.30, 0.25], [-0.20, -0.08, 0.69], [-0.47, 0.07, 0.26], [-0.40, -0.05, -0.24], [-0.33, 1.48, 0.51], [-0.32, -0.79, -0.28], [-0.07, -0.18, -0.46], [0.15, -0.40, 0.13], [0.07, -0.01, 0.23], [0.22, -0.35, -0.33], [0.05, 0.11, -0.11], [0.50, 0.03, 0.44], [-0.17, -0.28, -0.55], [0.62, 0.52, 0.75], [0.11, 0.62, -0.95], [-0.13, 0.02, 0.21], [-0.31, -0.08, 0.14], [0.30, 0.18, 0.40], [0.03, -0.35, -0.26], [-0.46, -0.28, -0.45], [-0.09, -0.12, 0.37]]
}

***

Please write out number 1 again, unchanged.
{
  "formula": "C4H11NS2",
  "method": "ωB97M-V/def2-TZVPD",
  "homo_lumo_gap_ev": 9.08,
  "smiles": "CCSSCCN",
  "e_above_lowest_kj_mol": 153.4,
  "homo_energy_ev": -8.57,
  "total_charge": 0,
  "mol_weight_g_mol": 137.27,
  "species": ["N", "C", "C", "S", "S", "C", "C", "H", "H", "H", "H", "H", "H", "H", "H", "H", "H", "H"],
  "coordinates": [[2.451, -0.619, -1.129], [1.231, -0.944, -1.955], [-0.007, -0.201, -1.426], [0.174, 1.458, -0.985], [-1.638, 1.366, 0.084], [-1.155, 0.302, 1.431], [-1.571, 0.753, 2.738], [2.629, 0.391, -1.335], [3.317, -1.033, -1.506], [1.314, -0.858, -3.009], [1.076, -2.024, -1.899], [-0.754, -0.324, -2.091], [-0.397, -0.733, -0.504], [-1.318, -0.702, 1.276], [-0.099, 0.425, 1.258], [-1.306, 0.039, 3.510], [-2.647, 0.903, 2.785], [-1.303, 1.801, 2.759]],
  "atomic_forces_ev_per_a": [[-0.06, 1.29, -1.46], [0.70, -0.66, 1.55], [2.17, -3.20, 2.36], [-0.82, 1.64, 0.90], [-0.56, 1.20, -0.89], [1.84, 0.84, -1.42], [-1.66, 1.32, 0.75], [-0.15, -0.86, 0.64], [-0.82, -0.25, 0.09], [0.49, 1.00, -1.24], [-0.28, -0.01, 0.60], [-2.56, -0.18, -2.49], [0.96, 0.36, -1.11], [-0.94, -2.28, -0.62], [0.82, -0.24, 0.79], [0.42, 0.52, 0.39], [-0.50, -0.62, -0.01], [0.96, 0.17, 1.18]]
}